{"formula": "C25H30N2O5", "method": "the ωB97M-V functional and the def2-TZVPD basis", "elements": ["C", "C", "C", "C", "C", "C", "C", "C", "C", "O", "C", "H", "H", "H", "O", "C", "O", "C", "C", "C", "H", "H", "H", "C", "H", "H", "C", "C", "O", "N", "H", "C", "H", "C", "H", "H", "C", "N", "C", "O", "C", "H", "C", "H", "H", "C", "H", "H", "H", "H", "H", "H", "H", "H", "H", "C", "H", "H", "H", "H", "H", "H"], "xyz": [[-5.0932, -0.8538, 4.6254], [-3.9927, -0.2743, 3.8087], [-3.9762, 0.7740, 2.9448], [-2.6277, 0.8610, 2.4561], [-1.9732, 1.6937, 1.5672], [-0.6155, 1.4861, 1.3210], [0.0468, 0.4285, 1.9799], [-0.5869, -0.4338, 2.8784], [-1.9300, -0.1865, 3.0967], [-2.7637, -0.8690, 3.9138], [0.1554, -1.5497, 3.5416], [1.0067, -1.1583, 4.0958], [-0.5037, -2.0853, 4.2185], [0.5407, -2.2376, 2.7907], [1.3647, 0.1901, 1.7753], [2.0891, 0.8923, 0.8861], [3.2613, 0.5736, 0.7509], [1.4547, 1.9812, 0.1645], [0.1494, 2.2838, 0.3900], [-0.5528, 3.4067, -0.3065], [-1.2965, 2.9975, -0.9887], [-1.0639, 4.0377, 0.4190], [0.1334, 4.0227, -0.8765], [2.3348, 2.6925, -0.8264], [3.3782, 2.4810, -0.5870], [2.1960, 3.7725, -0.7320], [2.0272, 2.2987, -2.2754], [2.4097, 0.9086, -2.7661], [1.9564, 0.5026, -3.8253], [3.3218, 0.2232, -2.0585], [3.5593, 0.4893, -1.1097], [3.7870, -1.0714, -2.4943], [3.2446, -1.3006, -3.4151], [3.5905, -2.1738, -1.4514], [4.2288, -1.9725, -0.5898], [3.9107, -3.1180, -1.8973], [2.1484, -2.2908, -0.9379], [1.1509, -2.1189, -1.9582], [0.2382, -1.1299, -1.9300], [0.1395, -0.2937, -1.0523], [-0.6524, -1.2806, -3.1490], [-1.6063, -1.7062, -2.8288], [0.1354, -2.2265, -4.0514], [0.7893, -1.6335, -4.6903], [-0.4981, -2.8577, -4.6713], [0.9795, -3.0347, -3.0626], [0.4527, -3.9386, -2.7223], [1.9432, -3.3352, -3.4776], [-0.8370, -0.3114, -3.6060], [1.9577, -1.5096, -0.2001], [2.0170, -3.2662, -0.4520], [4.8568, -1.0057, -2.7316], [2.5438, 2.9916, -2.9475], [0.9582, 2.3997, -2.4692], [-2.5165, 2.4794, 1.0709], [-5.1041, 1.6673, 2.5626], [-5.2704, 1.6231, 1.4870], [-4.8730, 2.6994, 2.8241], [-6.0170, 1.3722, 3.0718], [-5.8925, -1.2262, 3.9860], [-4.7023, -1.6769, 5.2169], [-5.5122, -0.1035, 5.2942]], "nbo_charge": [-0.6680, 0.3184, -0.1008, -0.1219, -0.1941, -0.0580, 0.3191, -0.0950, 0.3627, -0.4395, -0.6317, 0.2294, 0.2251, 0.2277, -0.4528, 0.7837, -0.6476, -0.1414, 0.1164, -0.6598, 0.2371, 0.2258, 0.2230, -0.4385, 0.2374, 0.2194, -0.4806, 0.6977, -0.6773, -0.6411, 0.4325, -0.2265, 0.2273, -0.4203, 0.2210, 0.2032, -0.2161, -0.4422, 0.7206, -0.6772, -0.4888, 0.2187, -0.4119, 0.2355, 0.2097, -0.2027, 0.1785, 0.1980, 0.2420, 0.2370, 0.1924, 0.1947, 0.2314, 0.2292, 0.2144, -0.6285, 0.2197, 0.2190, 0.2191, 0.2288, 0.2377, 0.2289], "e_tot_ha": -1456.46226, "spin_multiplicity": 1, "orbital_gap_ev": 8.2115, "homo_ev": -7.846, "smiles": "Cc1oc2c(C)c3oc(=O)c(CCC(=O)NCCCN4CCCC4=O)c(C)c3cc2c1C"}


{"formula": "C25H30N2O7", "method": "the ωB97M-V functional and the def2-TZVPD basis", "elements": ["C", "C", "O", "C", "C", "C", "C", "C", "C", "O", "C", "C", "H", "H", "H", "H", "H", "H", "C", "N", "C", "O", "C", "C", "C", "O", "C", "C", "C", "C", "O", "H", "H", "H", "O", "H", "C", "H", "C", "N", "C", "C", "H", "O", "C", "C", "H", "H", "H", "H", "H", "H", "H", "H", "H", "H", "H", "H", "H", "H", "H", "H", "H", "H"], "xyz": [[2.7945, 2.8390, 4.0919], [1.6543, 1.9226, 4.5269], [1.6420, 0.6962, 3.8264], [1.2180, 0.6600, 2.5361], [0.6259, 1.7025, 1.8446], [0.2011, 1.5383, 0.5329], [0.3733, 0.3269, -0.1032], [0.9810, -0.7281, 0.5743], [1.3995, -0.5849, 1.8837], [2.0084, -1.5427, 2.6301], [2.1563, -2.8486, 2.1123], [0.8560, -3.6479, 2.1351], [0.4600, -3.6730, 3.1471], [1.0468, -4.6649, 1.8039], [0.1084, -3.2014, 1.4843], [2.5804, -2.8212, 1.1004], [2.8873, -3.3169, 2.7773], [1.1231, -1.6594, 0.0487], [-0.0610, 0.1265, -1.5374], [-0.7113, -1.1506, -1.7399], [-0.0359, -1.9357, -2.5974], [-0.2910, -3.0707, -2.9617], [1.1420, -1.1503, -3.0631], [1.1367, 0.0558, -2.4595], [1.9988, 1.2294, -2.6172], [1.5847, 2.3591, -2.4122], [3.3784, 0.9822, -3.0277], [4.3187, 1.8729, -3.4985], [5.4884, 1.1255, -3.7239], [5.1833, -0.1574, -3.3640], [3.9230, -0.2512, -2.9448], [5.7719, -1.0543, -3.3619], [6.4255, 1.4844, -4.0970], [4.1635, 2.9193, -3.6615], [1.9357, -1.6938, -3.9839], [1.5667, -2.5755, -4.1828], [-1.9001, -1.5549, -1.0381], [-1.9872, -2.6346, -1.1749], [-3.1705, -0.8460, -1.5503], [-3.9468, -0.3161, -0.4455], [-5.3489, -0.1244, -0.7757], [-6.0978, 0.3101, 0.4849], [-7.1465, 0.5117, 0.2607], [-5.5690, 1.5026, 1.0132], [-4.2020, 1.3440, 1.3093], [-3.4055, 0.9301, 0.0725], [-2.3602, 0.7899, 0.3515], [-3.4675, 1.7346, -0.6831], [-3.8548, 2.3073, 1.6861], [-4.0751, 0.5774, 2.0887], [-6.0290, -0.4926, 1.2344], [-5.7629, -1.0689, -1.1344], [-5.4821, 0.6441, -1.5576], [-2.8844, -0.0550, -2.2649], [-3.7933, -1.5618, -2.0890], [-1.7803, -1.3442, 0.0285], [-0.7137, 0.9564, -1.8330], [-0.2447, 2.3693, 0.0094], [0.4782, 2.6608, 2.3151], [1.7920, 1.6311, 5.5719], [0.6867, 2.4328, 4.4372], [2.6941, 3.1157, 3.0453], [3.7448, 2.3274, 4.2212], [2.7923, 3.7406, 4.6983]], "nbo_charge": [-0.6390, -0.0601, -0.4834, 0.2545, -0.3103, -0.1597, -0.0723, -0.3186, 0.3429, -0.4942, -0.0621, -0.6377, 0.2165, 0.2167, 0.2095, 0.1691, 0.1947, 0.2206, -0.0599, -0.4033, 0.6106, -0.6378, 0.2964, -0.2034, 0.5664, -0.5535, 0.1192, -0.2148, -0.3255, 0.1300, -0.3727, 0.2055, 0.2323, 0.2400, -0.6317, 0.5072, -0.2279, 0.2381, -0.2236, -0.4424, -0.2471, -0.0724, 0.1936, -0.5216, -0.0716, -0.2678, 0.2177, 0.1681, 0.1938, 0.1667, 0.1657, 0.2040, 0.1680, 0.1696, 0.2077, 0.2180, 0.2300, 0.2160, 0.2188, 0.1943, 0.1672, 0.2141, 0.2163, 0.2144], "e_tot_ha": -1606.79981, "spin_multiplicity": 1, "orbital_gap_ev": 7.8917, "homo_ev": -8.075, "smiles": "CCOc1ccc([C@H]2C(C(=O)c3ccco3)=C(O)C(=O)N2CCN2CCOCC2)cc1OCC"}


{"formula": "C25H30N3O2S3Si2Ti", "method": "the ωB97M-V functional and the def2-TZVPD basis", "elements": ["Ti", "O", "C", "O", "C", "C", "C", "C", "C", "C", "C", "C", "C", "N", "H", "H", "H", "H", "H", "H", "S", "C", "S", "C", "N", "N", "C", "C", "C", "C", "C", "C", "S", "H", "H", "H", "H", "H", "C", "Si", "C", "C", "C", "Si", "C", "C", "C", "H", "H", "H", "H", "H", "H", "H", "H", "H", "H", "H", "H", "H", "H", "H", "H", "H", "H", "H"], "xyz": [[1.5055, -1.3129, -0.6646], [4.8513, -2.4953, -0.1311], [3.6400, -2.4203, -0.0523], [2.8278, -2.4429, -1.0987], [2.8887, -2.3120, 1.2235], [3.4552, -2.4841, 2.4904], [2.6373, -2.5436, 3.5910], [1.2260, -2.5329, 3.4133], [0.3239, -2.7106, 4.4699], [-1.0346, -2.7575, 4.2487], [-1.5353, -2.6394, 2.9524], [-0.6790, -2.4341, 1.8931], [0.7048, -2.3530, 2.1034], [1.5418, -2.1409, 1.0410], [4.5290, -2.5696, 2.5629], [3.0380, -2.6419, 4.5874], [0.7240, -2.8282, 5.4640], [-1.7168, -2.8867, 5.0752], [-2.5974, -2.7116, 2.7744], [-1.0565, -2.3510, 0.8770], [-3.6850, 1.9323, 1.6443], [-3.0930, 0.9817, 0.4603], [-1.3671, 0.5016, 0.4131], [-1.7538, -0.5179, -0.9984], [-2.9771, -0.4269, -1.3538], [-3.7277, 0.3880, -0.5857], [-5.0880, 0.4895, -0.9696], [-5.9673, 1.4549, -0.4890], [-7.2767, 1.4729, -0.9381], [-7.7304, 0.5469, -1.8611], [-6.8485, -0.3987, -2.3580], [-5.5433, -0.4343, -1.9127], [-0.6082, -1.5295, -1.7644], [-5.6576, 2.1848, 0.2381], [-7.9499, 2.2280, -0.5613], [-8.7593, 0.5580, -2.1877], [-7.1752, -1.1193, -3.0944], [-4.8682, -1.1846, -2.2880], [1.4647, 3.2948, 0.3755], [2.4665, 1.6974, 0.6643], [4.2472, 2.2194, 1.1460], [1.7581, 0.8156, 2.2163], [2.5212, 0.4678, -0.7925], [2.1440, 0.9598, -2.6069], [3.6020, 1.8579, -3.4677], [1.9208, -0.6464, -3.6560], [0.5552, 2.0222, -2.7417], [1.4287, 3.8826, 1.2863], [0.4443, 3.0956, 0.0719], [1.9348, 3.9083, -0.3840], [4.2458, 2.7810, 2.0748], [4.7114, 2.8442, 0.3890], [4.8829, 1.3504, 1.2945], [1.5231, 1.5315, 2.9955], [2.4900, 0.1250, 2.6260], [0.8453, 0.2620, 1.9986], [3.5559, 0.0892, -0.8163], [4.4858, 1.2259, -3.4855], [3.8728, 2.7824, -2.9714], [3.3560, 2.0972, -4.4984], [2.2737, -1.5295, -3.1093], [2.4995, -0.5972, -4.5754], [0.8832, -0.8208, -3.9402], [0.7329, 3.0279, -2.3793], [-0.2571, 1.5960, -2.1571], [0.2168, 2.1022, -3.7701]], "lowdin_spin": [0.6577, 0.0655, 0.0314, 0.0127, 0.0836, -0.0021, 0.0742, 0.0064, 0.0122, -0.0040, 0.0176, -0.0062, 0.0272, 0.0167, -0.0008, 0.0040, 0.0004, -0.0005, 0.0012, -0.0005, 0.0001, 0.0015, 0.0034, 0.0008, -0.0012, -0.0002, 0.0001, 0.0000, 0.0000, 0.0000, 0.0000, 0.0000, -0.0046, 0.0000, 0.0000, 0.0000, 0.0000, 0.0000, -0.0001, 0.0009, 0.0005, 0.0045, -0.0085, -0.0014, -0.0011, 0.0040, 0.0001, 0.0000, 0.0000, 0.0000, 0.0001, 0.0000, 0.0000, 0.0004, 0.0004, 0.0024, -0.0007, 0.0000, 0.0000, -0.0001, 0.0018, 0.0006, 0.0000, 0.0000, 0.0000, 0.0000], "e_tot_ha": -3908.52670, "spin_multiplicity": 2, "orbital_gap_ev": [6.1276, 6.3741], "homo_ev": [-7.560, -8.044]}